(1)
{"formula": "C4H14NOS", "method": "ωB97M-V with the def2-TZVPD basis set", "de_lowest_kcal_mol": 37.7, "e_lumo_ev": [-8.00, -13.33], "total_charge": 2, "multiplicity": 2, "e_homo_ev": [-20.10, -20.09], "symbols": ["C", "C", "C", "C", "S", "N", "H", "H", "H", "H", "H", "H", "H", "H", "H", "H", "H", "H", "H", "H", "O"], "positions_angstrom": [[1.5903, 0.5542, 1.5853], [0.7502, -0.4692, 0.7307], [0.7567, -0.2537, -0.8105], [-0.4116, -0.9180, -1.5683], [-0.9252, -2.5020, -0.9022], [-0.6914, -0.2137, 1.0386], [1.3388, 1.5789, 1.4542], [1.4499, 0.3931, 2.6726], [2.6349, 0.5664, 1.4271], [0.9949, -1.5576, 0.8466], [1.6588, -0.8973, -1.0423], [0.8629, 0.7765, -1.1767], [-1.3823, -0.2812, -1.3027], [-0.3050, -1.0381, -2.5952], [-2.0232, -2.5851, -1.6807], [-0.8938, 0.5646, 0.3128], [-1.3335, -0.9753, 0.6038], [-0.9243, -0.0544, 1.9972], [-1.0619, 2.3201, -1.3218], [-0.9278, 2.8913, 0.1181], [-1.1573, 2.1007, -0.3865]], "nbo_charge": [-0.64, -0.04, -0.47, -0.58, 0.70, -0.73, 0.24, 0.26, 0.28, 0.23, 0.27, 0.28, 0.28, 0.31, 0.20, 0.49, 0.39, 0.47, 0.51, 0.53, -0.97]}

---

(2)
{"formula": "C4H14NS", "method": "ωB97M-V with the def2-TZVPD basis set", "de_lowest_kcal_mol": 25.6, "e_lumo_ev": -3.65, "total_charge": 1, "e_homo_ev": -13.03, "symbols": ["C", "C", "H", "H", "H", "H", "H", "H", "C", "C", "S", "N", "H", "H", "H", "H", "H", "H", "H", "H"], "positions_angstrom": [[1.9414, 0.0770, 1.4242], [2.1914, -0.9931, 0.3493], [2.6382, 0.9581, 1.3482], [1.9425, -0.3643, 2.4209], [0.8882, 0.4664, 1.2980], [3.3117, -1.1886, 0.4018], [1.7197, -1.9843, 0.4603], [1.9363, -0.7305, -0.6749], [-1.0335, 0.1399, -0.9188], [-2.2032, 1.0835, -0.5652], [-2.2801, 2.4136, -1.7802], [-0.9787, -1.0777, 0.0036], [-0.0584, 0.6346, -0.8130], [-1.1672, -0.2548, -1.9494], [-2.0881, 1.4533, 0.5225], [-3.1272, 0.5994, -0.6335], [-1.0375, 2.9859, -1.5781], [-0.3337, -1.8515, -0.3876], [-1.8298, -1.5347, 0.1932], [-0.4320, -0.8324, 0.8787]], "nbo_charge": [-0.61, -0.65, 0.25, 0.23, 0.14, 0.25, 0.19, 0.20, -0.23, -0.56, 0.04, -0.70, 0.24, 0.24, 0.23, 0.24, 0.14, 0.46, 0.44, 0.46]}

---

(3)
{"formula": "C4H14NS2", "method": "ωB97M-V with the def2-TZVPD basis set", "de_lowest_kcal_mol": 184.3, "e_lumo_ev": -9.22, "total_charge": 1, "e_homo_ev": -13.15, "symbols": ["C", "C", "S", "S", "H", "H", "H", "H", "H", "H", "C", "N", "C", "H", "H", "H", "H", "H", "H", "H", "H"], "positions_angstrom": [[0.5212, 1.8596, 2.9114], [0.8304, 0.4138, 2.4230], [2.1496, 0.5459, 1.1783], [-2.4466, -1.1931, 0.4349], [0.3641, 2.4720, 2.0149], [1.4141, 2.3385, 3.3454], [-0.2406, 1.7986, 3.6997], [-0.0678, -0.0840, 2.0239], [1.1311, -0.2298, 3.2345], [-1.4154, -2.2835, 1.2888], [0.3047, 0.0654, -1.1773], [-0.7711, -0.5396, -1.9781], [-0.2715, -0.9559, -3.3281], [0.1099, -0.1104, -0.1251], [1.2844, -0.3126, -1.4900], [0.3341, 1.1501, -1.2377], [-1.7997, -0.4001, -0.6709], [-1.0349, -1.4124, -1.5167], [0.1846, -0.0892, -3.8063], [-1.1049, -1.3053, -3.9379], [0.5245, -1.7280, -3.2867]], "nbo_charge": [-0.62, -0.63, 0.61, -0.34, 0.23, 0.23, 0.26, 0.31, 0.26, 0.20, -0.45, -0.57, -0.42, 0.21, 0.22, 0.23, 0.22, 0.39, 0.21, 0.24, 0.20]}

---

Computed largest force on an atom, in the same sequence as the records: 4.2 4.2 4.1 eV/A.
Computed energy, in the same sequence as the records: -18727.5568 -16693.0801 -27521.7198 eV.